Entry from the OMol25 dataset: one molecule with the formula C7H8S (ωB97M-V with the def2-TZVPD basis set).

energy above the lowest of the compared OMol25 structures with the same formula, charge and spin	1.578	eV
SMILES string	C=C1C=CC=C[C@@H]1S
frontier orbital gap	8.004	eV
largest force on an atom	4.399	eV Å⁻¹

Bonds (Å) are listed after each position.
Element x y z (Å)
1 C 0.593 2.148 -0.628  C2 1.340, H9 1.086, H10 1.057
2 C 0.205 0.938 -0.201  C1 1.340, C3 1.443, C7 1.507
3 C -1.047 0.634 0.447  C2 1.443, C4 1.389, H11 1.207
4 C -1.614 -0.634 0.450  C3 1.389, C5 1.389, H12 1.107
5 C -0.906 -1.706 -0.080  C4 1.389, C6 1.326, H13 1.034
6 C 0.256 -1.532 -0.694  C5 1.326, C7 1.518, H14 1.095
7 C 1.065 -0.262 -0.501  C2 1.507, C6 1.518, S8 1.842, H15 1.100
8 S 2.349 -0.505 0.798  C7 1.842, H16 1.319
9 H 1.444 1.967 -1.277  C1 1.086
10 H 0.067 3.050 -0.465  C1 1.057
11 H -1.659 1.634 0.738  C3 1.207
12 H -2.654 -0.758 0.810  C4 1.107
13 H -1.302 -2.656 -0.177  C5 1.034
14 H 0.689 -2.396 -1.209  C6 1.095
15 H 1.666 -0.073 -1.403  C7 1.100
16 H 1.688 -1.302 1.615  S8 1.319

Here are the Mulliken charges for atoms 1 to 5, given in e: -1.0846, 0.7449, -0.5020, -0.1220, -0.3756